C4H8O2 | ωB97M-V with the def2-TZVPD basis set

ORCA input file:
```
! RIJCOSX wB97M-V def2-TZVPD def2/J DEFGRID3
* xyz 0 1
C -1.40 0.27 -0.22
C -0.77 -1.11 -0.12
O 0.36 -1.10 0.72
C 1.38 -0.30 0.16
C 0.81 1.14 0.20
O -0.40 1.21 -0.57
H -2.15 0.30 -1.02
H -1.91 0.54 0.72
H -1.43 -1.85 0.31
H -0.44 -1.41 -1.13
H 2.28 -0.57 0.74
H 1.60 -0.61 -0.88
H 0.58 1.42 1.24
H 1.45 1.90 -0.24
*
```

Computed properties:
**Electronic energy**: -8371.596 eV
**HOMO**: -9.32 eV
**HOMO-LUMO gap**: 10.4426 eV
**SMILES string**: C1COCCO1
**Energy above the lowest of the compared OMol25 structures with the same formula, charge and spin**: 162.64 kJ/mol